# C43H47IN10O2

9 unconnected molecules or ions with the total composition C43H47IN10O2 at a distorted geometry (ωB97M-V/def2-TZVPD, the Open Molecules 2025 dataset).

The electronic energy is -72446.5535 eV. The HOMO-LUMO gap is 0.238 Ha. For the HOMO energy, the calculation gives -8.1 eV. Its SMILES is NC1=C(I)C(=O)C(c2ccncc2)=CC1=O.c1cc[nH]c1.c1cc[nH]c1.c1cc[nH]c1.c1cc[nH]c1.c1cc[nH]c1.c1cc[nH]c1.c1cc[nH]c1.c1cc[nH]c1.

Geometry as XYZ:
```
103
Properties=species:S:1:pos:R:3:lowdin_charge:R:1
N -4.42 -1.37 1.73 0.12
C -3.39 -1.97 2.46 -0.32
C -2.08 -1.97 2.21 -0.54
I -1.30 -0.97 0.52 1.01
C -1.15 -2.69 3.15 -0.36
O -0.17 -3.30 2.79 0.08
C -1.59 -2.63 4.60 -0.09
C -0.64 -2.52 5.72 -0.18
C 0.09 -3.61 6.18 -0.01
C 0.89 -3.46 7.27 -0.15
N 1.09 -2.34 7.97 0.09
C 0.41 -1.32 7.46 -0.15
C -0.44 -1.35 6.39 -0.02
C -2.89 -2.67 4.83 0.08
C -3.82 -2.77 3.67 -0.32
O -4.81 -3.47 3.67 0.15
H -4.13 -1.13 0.79 0.04
H -4.75 -0.55 2.22 0.11
H 0.01 -4.57 5.70 0.12
H 1.41 -4.34 7.63 0.10
H 0.55 -0.36 7.95 0.11
H -0.95 -0.45 6.09 0.12
H -3.33 -2.64 5.81 0.14
C -4.44 2.38 -3.27 -0.11
C -4.30 1.20 -4.06 -0.12
C -3.50 0.33 -3.36 -0.13
N -3.15 0.94 -2.18 0.00
C -3.72 2.18 -2.12 -0.15
H -5.00 3.26 -3.53 0.09
H -4.73 1.02 -5.03 0.09
H -3.16 -0.66 -3.59 0.11
H -2.57 0.54 -1.48 0.01
H -3.57 2.82 -1.27 0.11
C 0.86 2.30 -1.57 -0.11
C -0.08 3.10 -2.28 -0.11
C 0.55 4.28 -2.59 -0.13
N 1.82 4.22 -2.09 0.01
C 2.02 3.02 -1.47 -0.16
H 0.71 1.31 -1.17 0.07
H -1.09 2.84 -2.54 0.07
H 0.20 5.15 -3.12 0.11
H 2.51 4.95 -2.17 0.15
H 2.97 2.78 -1.02 0.11
C -4.51 4.51 -7.75 -0.12
C -4.37 3.34 -8.55 -0.11
C -3.58 2.47 -7.85 -0.14
N -3.24 3.07 -6.66 0.01
C -3.80 4.31 -6.60 -0.15
H -5.07 5.40 -8.00 0.09
H -4.80 3.16 -9.52 0.09
H -3.23 1.48 -8.08 0.11
H -2.66 2.65 -5.95 0.13
H -3.65 4.94 -5.74 0.09
C 1.68 -8.95 7.66 -0.11
C 1.36 -9.24 6.30 -0.11
C 1.58 -8.10 5.58 -0.14
N 2.02 -7.13 6.45 0.00
C 2.08 -7.65 7.71 -0.15
H 1.61 -9.63 8.49 0.09
H 1.00 -10.18 5.91 0.09
H 1.47 -7.89 4.53 0.11
H 2.26 -6.20 6.19 0.13
H 2.41 -7.04 8.54 0.10
C 3.29 0.15 3.30 -0.10
C 4.11 0.64 4.36 -0.11
C 3.85 -0.13 5.47 -0.13
N 2.92 -1.06 5.11 0.01
C 2.58 -0.90 3.81 -0.16
H 3.23 0.53 2.30 0.09
H 4.80 1.46 4.32 0.09
H 4.25 -0.09 6.47 0.10
H 2.52 -1.77 5.71 0.12
H 1.84 -1.56 3.38 0.10
C 5.58 1.62 -3.24 -0.11
C 6.50 0.95 -4.09 -0.11
C 5.78 0.37 -5.10 -0.14
N 4.46 0.66 -4.90 0.00
C 4.33 1.43 -3.77 -0.14
H 5.80 2.18 -2.35 0.09
H 7.57 0.89 -3.96 0.09
H 6.10 -0.23 -5.94 0.10
H 3.71 0.37 -5.49 0.14
H 3.36 1.77 -3.45 0.09
C 3.88 -3.81 1.92 -0.11
C 4.87 -4.41 1.10 -0.11
C 4.22 -5.06 0.09 -0.15
N 2.87 -4.88 0.27 0.00
C 2.66 -4.12 1.39 -0.14
H 4.05 -3.21 2.81 0.08
H 5.94 -4.36 1.23 0.09
H 4.59 -5.63 -0.74 0.10
H 2.15 -5.25 -0.32 0.14
H 1.66 -3.86 1.70 0.07
C -3.87 9.28 -5.03 -0.11
C -4.34 9.92 -6.21 -0.11
C -4.20 9.02 -7.23 -0.14
N -3.66 7.87 -6.72 0.01
C -3.46 8.02 -5.38 -0.15
H -3.84 9.69 -4.03 0.09
H -4.73 10.92 -6.29 0.09
H -4.43 9.11 -8.28 0.10
H -3.45 7.05 -7.26 0.12
H -3.05 7.22 -4.79 0.10
```